# 1
C23H36FeN7O4SeSi | wB97M-V/def2-TZVPD

The spin multiplicity is 5. The value obtained for the energy above the lowest of the compared OMol25 structures with the same formula, charge and spin is 8.96 kcal/mol. As for the net charge: +1. Its total energy is -150668.8353 eV. For the HOMO-LUMO gap (alpha / beta), the calculation gives 6.93 / 6.85 eV. For the HOMO energy (alpha / beta), the calculation gives -11.40 / -11.33 eV.

CARTESIAN COORDINATES (ANGSTROEM)
Fe1 -0.4708 0.2215 0.2807
N1 3.6238 -0.0155 1.5213
C1 3.9859 -0.2061 0.2196
C2 2.8247 -0.4262 -0.4691
N2 1.7709 -0.3694 0.3810
C3 2.2706 -0.1157 1.5837
C4 1.4202 0.0149 2.7311
N3 0.1026 0.1476 2.6080
C5 -0.3920 0.2046 3.8700
C6 0.6297 0.1084 4.7733
N4 1.7721 -0.0093 4.0404
H1 4.2609 0.1958 2.2724
H2 5.0055 -0.1736 -0.1050
H3 2.6877 -0.6262 -1.5109
H4 -1.4407 0.3091 4.0577
H5 0.6321 0.1137 5.8435
H6 2.6958 -0.1247 4.4247
C7 2.6338 3.1912 -1.7808
C8 1.9282 4.5192 -1.5020
C9 2.7624 5.3909 -0.5597
C10 1.6529 5.2625 -2.8087
O1 0.6982 4.2884 -0.8334
Si1 -0.5329 3.2816 -1.1279
O2 -0.2117 1.8447 -0.4442
O3 -1.8795 3.8764 -0.4268
C11 -1.9908 4.6953 0.7319
C12 -1.0998 4.1426 1.8453
C13 -1.5734 6.1219 0.3705
C14 -3.4622 4.6853 1.1686
O4 -0.7160 3.1201 -2.7231
C15 -1.6967 2.5455 -3.5720
C16 -1.0081 2.3396 -4.9228
C17 -2.8635 3.5263 -3.7173
C18 -2.1885 1.2221 -2.9875
H7 3.5974 3.3616 -2.2541
H8 2.0102 2.5896 -2.4363
H9 2.7759 2.6447 -0.8502
H10 3.7089 5.6499 -1.0254
H11 2.9543 4.8655 0.3732
H12 2.2226 6.3062 -0.3297
H13 2.5807 5.4638 -3.3364
H14 1.1495 6.2029 -2.5981
H15 1.0021 4.6564 -3.4311
H16 -0.0602 4.3282 1.5949
H17 -1.2424 3.0639 1.9289
H18 -1.3414 4.6233 2.7890
H19 -0.5710 6.1033 -0.0440
H20 -1.5903 6.7535 1.2537
H21 -2.2521 6.5261 -0.3751
H22 -3.7068 3.7744 1.7135
H23 -4.1007 4.7650 0.2912
H24 -3.6568 5.5359 1.8176
H25 -0.6380 3.2952 -5.2845
H26 -1.7082 1.9412 -5.6511
H27 -0.1640 1.6619 -4.8247
H28 -2.5283 4.4303 -4.2203
H29 -3.2291 3.7977 -2.7306
H30 -3.6718 3.0857 -4.2944
H31 -1.3333 0.5986 -2.7184
H32 -2.8131 0.6954 -3.7037
H33 -2.7576 1.4179 -2.0824
Se1 -2.3989 -3.3763 0.7069
N5 -4.0373 -2.8322 1.0218
C19 -4.1217 -1.5232 0.8036
C20 -5.2467 -0.6881 0.9209
C21 -5.0532 0.6653 0.7344
C22 -3.7931 1.1754 0.4007
N6 -2.7278 0.4039 0.2476
C23 -2.8787 -0.9067 0.4429
N7 -1.8220 -1.7285 0.3121
H34 -6.2135 -1.1089 1.1464
H35 -5.8836 1.3496 0.8079
H36 -3.6334 2.2272 0.2148


# 2
C2H7N3O | wB97M-V/def2-TZVPD

The spin multiplicity is 1. The structure (SMILES) is CN/N=C\NO. The value obtained for the energy above the lowest of the compared OMol25 structures with the same formula, charge and spin is 162.79 kcal/mol. As for the net charge: 0. Its total energy is -8699.2176 eV. For the HOMO-LUMO gap, the calculation gives 9.35 eV. For the HOMO energy, the calculation gives -8.53 eV.

CARTESIAN COORDINATES (ANGSTROEM)
C1 -2.2034 0.2838 -0.2444
C2 1.0914 -0.9073 -0.1686
H1 -2.7699 -0.6921 -0.5353
H2 -1.8416 0.8901 -1.0251
H3 -3.1570 0.7148 0.3158
H4 -1.1366 -0.3010 1.5948
H5 1.6195 -2.0814 -0.1609
H6 2.3699 0.2489 -0.5268
H7 0.0193 1.2406 0.0741
N1 -1.0599 -0.0495 0.5248
N2 -0.2650 -1.0482 -0.2313
N3 1.8396 0.0708 0.2710
O1 0.9957 1.3637 -0.1513


# 3
C25H20N3O6 | wB97M-V/def2-TZVPD

The spin multiplicity is 1. The value obtained for the energy above the lowest of the compared OMol25 structures with the same formula, charge and spin is 4.24 kcal/mol. As for the net charge: -1. Its total energy is -42999.6221 eV. For the HOMO-LUMO gap, the calculation gives 5.05 eV. For the HOMO energy, the calculation gives -4.42 eV.

CARTESIAN COORDINATES (ANGSTROEM)
O1 3.2121 2.1381 0.7862
C1 3.4675 0.9751 1.1701
O2 3.7695 0.4408 2.2585
C2 3.3134 -0.0953 0.0535
C3 4.3279 -1.2599 0.1040
C4 3.5054 -2.4486 0.4515
C5 2.1511 -2.0741 0.5501
C6 1.1651 -3.0158 0.8201
C7 1.5403 -4.3561 0.9709
C8 2.8921 -4.7253 0.9209
C9 3.8849 -3.7728 0.6505
N1 2.0249 -0.7025 0.3435
C10 0.9084 0.0496 0.4325
C11 -0.4081 -0.4355 0.3772
C12 -1.4200 0.0974 1.1513
C13 -2.6521 -0.5762 1.4615
C14 -3.3804 -0.2540 2.6400
C15 -4.5266 -0.9587 2.9891
C16 -4.9954 -1.9999 2.1675
C17 -4.3015 -2.3183 0.9908
C18 -3.1395 -1.6290 0.6467
H1 3.3053 0.3928 -0.9237
H2 4.7722 -1.3515 -0.8953
H3 5.1356 -1.0807 0.8225
H4 0.1317 -2.7010 0.8998
H5 0.7767 -5.1173 1.1313
H6 3.1764 -5.7638 1.0885
H7 4.9429 -4.0355 0.5880
H8 1.0845 1.1325 0.4586
H9 -0.6198 -1.2353 -0.3381
H10 -1.2048 1.0300 1.6810
H11 -3.0083 0.5598 3.2655
H12 -5.0638 -0.7070 3.9042
H13 -5.8949 -2.5586 2.4436
H14 -4.6631 -3.1135 0.3384
H15 -2.6090 -1.8747 -0.2737
C19 -2.4402 1.4704 -1.3936
N2 -3.4142 1.9598 -0.5698
O3 -4.4827 1.2954 -0.3747
O4 -3.2573 3.0813 0.0152
C20 -1.3519 2.2722 -1.8250
C21 -1.1290 3.5802 -1.3090
C22 -0.0472 4.3405 -1.7026
C23 0.8605 3.8326 -2.6544
N3 1.9989 4.5917 -3.0389
O5 2.7993 4.0912 -3.8642
O6 2.1622 5.7284 -2.5385
C24 0.6628 2.5460 -3.2011
C25 -0.4255 1.7890 -2.8101
H16 -2.5712 0.4564 -1.7686
H17 -1.8420 3.9785 -0.5979
H18 0.1180 5.3330 -1.2962
H19 1.3799 2.1844 -3.9353
H20 -0.6211 0.8137 -3.2621


- Which formula does entry 3 have?
  C25H20N3O6


- Which value of energy above the lowest of the compared OMol25 structures with the same formula, charge and spin does entry 3 give?
  4.24 kcal/mol


- Look up the energy above the lowest of the compared OMol25 structures with the same formula, charge and spin of the first one.
  8.96 kcal/mol